Density functional theory data (ωB97M-V/def2-TZVPD) for 2 unconnected molecules or ions with the total composition C2H2O4 in a non-equilibrium geometry.

Last column: Mulliken charge in e.
Cartesian coordinates (Å):
O: -2.05035 0.00493 -0.83378  -0.365
C: -1.79839 -0.32225 0.21513  0.774
O: -1.56089 -0.71981 1.26774  -0.378
O: 1.46750 1.33413 0.57713  -0.446
C: 1.30105 0.20172 0.24585  0.156
O: 0.75352 -0.26955 -0.95209  -0.448
H: 1.62917 -0.62477 0.86622  0.377
H: 0.25840 0.39562 -1.38619  0.331

Results
2S+1: 1
SMILES: O=C=O.O=CO
ΔE to the lowest compared entry with this formula, charge and spin (kcal/mol): 4.5
Calculated total energy (eV): -10296.9792
LUMO (eV): 0.5

---

Density functional theory data (ωB97M-V/def2-TZVPD) for a gas-phase ion, C2H2O4P (charge -1) in a non-equilibrium geometry.

Last column: Mulliken charge in e.
Cartesian coordinates (Å):
C: 1.50399 -0.42794 -0.06048  0.661
C: 0.40186 -0.53482 -0.95274  -0.337
O: 2.42021 -1.09870 0.30059  -0.599
O: -2.24492 -1.15917 -0.26267  -0.659
O: 1.32703 0.96020 0.22049  -0.514
O: -0.99210 0.60818 1.09241  -0.672
P: -1.18949 -0.16671 -0.19790  0.668
H: 0.27445 0.83834 0.78136  0.503
H: -1.50103 0.98062 -0.92104  -0.050

Results
2S+1: 1
ΔE to the lowest compared entry with this formula, charge and spin (kcal/mol): 88.2
Net charge: -1
Calculated total energy (eV): -19584.9272
LUMO (eV): 2.7

---

Density functional theory data (ωB97M-V/def2-TZVPD) for 3 unconnected molecules or ions with the total composition C2H2O5 in a non-equilibrium geometry.

Last column: Mulliken charge in e.
Cartesian coordinates (Å):
C: -0.12475 0.72166 0.01158  0.810
C: -1.46191 0.51413 -1.77602  0.018
O: 0.87804 -0.62439 2.12675  -0.179
O: -0.34882 -0.38924 0.38763  -0.451
O: 2.13988 -1.00164 1.80045  -0.215
O: 0.36998 1.77944 -0.02843  -0.377
O: -1.71301 1.49084 -2.35720  -0.273
H: 2.10871 -1.97710 1.79175  0.354
H: -1.84811 -0.51371 -1.95651  0.313

Results
2S+1: 1
ΔE to the lowest compared entry with this formula, charge and spin (kcal/mol): 142.5
Calculated total energy (eV): -12337.4527
LUMO (alpha / beta) (eV): -1.2 / -0.5

---

Density functional theory data (ωB97M-V/def2-TZVPD) for a single C2H2OS molecule in a non-equilibrium geometry.

Last column: Mulliken charge in e.
Cartesian coordinates (Å):
C: -1.58880 -0.41486 -0.28692  -0.153
C: -0.45067 -0.60521 -0.02288  0.017
O: 0.95841 -0.73479 0.46127  -0.334
S: 1.99981 0.47739 -0.12336  -0.003
H: -2.61183 -0.12919 -0.70463  0.332
H: 1.69309 1.40666 0.67653  0.141

Results
2S+1: 1
SMILES: C#COS
ΔE to the lowest compared entry with this formula, charge and spin (kcal/mol): 70.2
Calculated total energy (eV): -14984.6653
LUMO (eV): 0.1

---

Q: Which value of 2S+1 does entry 1 give?
A: 1